(1)
Density functional theory data (wB97M-V/def2-TZVPD) for a structure of composition C18H17BrCl5IrNO5 in a non-equilibrium geometry.

Element x y z (Å)
1 Ir -0.29342 -0.19115 0.36338
2 C 0.89992 -3.16008 0.68242
3 O 0.21750 -2.29429 -0.25276
4 C 0.50263 -2.52508 -1.64585
5 C -0.63735 -1.85272 -2.37269
6 O -0.69392 -0.47330 -1.93668
7 C 0.08867 0.45192 -2.70684
8 C -0.10291 1.76317 -2.00827
9 O 0.35965 1.65885 -0.63168
10 C 1.58942 2.39985 -0.38520
11 H 0.74554 -4.18823 0.36144
12 H 0.42943 -3.00424 1.64927
13 H 1.96466 -2.93066 0.71977
14 H 0.49727 -3.59758 -1.84740
15 H 1.47602 -2.11881 -1.90542
16 H -1.59265 -2.29258 -2.09169
17 H -0.51483 -1.91040 -3.45421
18 H -0.26353 0.48323 -3.73909
19 H 1.13636 0.15624 -2.68957
20 H -1.16371 2.01106 -1.94986
21 H 0.42623 2.57147 -2.51012
22 H 1.37157 3.45784 -0.51541
23 H 2.36487 2.08039 -1.07661
24 H 1.88967 2.21135 0.63851
25 Br -0.84957 3.34591 1.63126
26 C -2.21479 2.35272 0.82863
27 C -3.43173 2.96612 0.57032
28 C -4.48946 2.20685 0.10057
29 C -4.33957 0.83192 -0.03143
30 C -3.11381 0.28915 0.26230
31 N -2.04558 1.03944 0.63205
32 C -2.84216 -1.18729 0.31238
33 O -3.57312 -2.03653 -0.08281
34 O -1.67266 -1.43036 0.95568
35 H -3.54163 4.02405 0.76092
36 H -5.43697 2.68125 -0.11855
37 H -5.14670 0.17704 -0.32999
38 Cl -0.16550 -0.01168 3.12309
39 C 1.44960 -0.19794 2.54235
40 C 1.56283 -0.25678 1.16675
41 C 2.83186 -0.40335 0.61331
42 Cl 3.10619 -0.48817 -1.08520
43 C 3.94842 -0.47919 1.45693
44 Cl 5.50852 -0.63412 0.78707
45 C 3.79885 -0.43252 2.84984
46 Cl 5.15572 -0.54491 3.86429
47 C 2.52733 -0.28959 3.40629
48 Cl 2.27685 -0.22822 5.08849

Its net charge is +2. Its molecular weight is 776.722 g mol⁻¹. Its expectation value of S² is 0.76. The calculation puts the highest occupied orbital energy (spin up / spin down) at -15.043 / -15.032 eV. The total energy comes out at -6105.66368 Eh. As for the lowest unoccupied orbital energy (spin up / spin down): -0.3123 / -0.3073 Ha. Its spin multiplicity is 2.


(2)
Density functional theory data (wB97M-V/def2-TZVPD) for a structure of composition C18H17CrN2O6 in a non-equilibrium geometry.

Element x y z (Å)
1 Cr 0.13642 0.30211 -0.15096
2 N 2.03297 0.75820 0.68995
3 C 3.01849 0.24642 -0.27305
4 C 2.49320 -1.04619 -0.96659
5 O 3.29431 -1.85727 -1.44125
6 N 1.17524 -1.06591 -0.98098
7 C 0.46799 -2.08912 -1.71076
8 C -0.95794 -1.55742 -2.00343
9 O -1.66556 -2.10466 -2.83733
10 O -1.31512 -0.55326 -1.29084
11 H 2.17597 1.75039 0.87588
12 H 2.13191 0.26328 1.57717
13 H 3.99803 0.04904 0.18430
14 H 3.14979 0.99654 -1.05793
15 H 0.36807 -3.00935 -1.11478
16 H 0.98745 -2.35718 -2.63905
17 O -1.83476 -0.26134 1.50470
18 C -2.37914 0.94010 2.03889
19 C -1.35243 2.12929 1.77838
20 O -1.41869 3.14936 2.45286
21 O -0.58045 1.92330 0.80698
22 C -3.59262 1.48365 1.32078
23 C -3.91303 1.15898 0.00417
24 C -4.98400 1.78042 -0.61978
25 C -5.72943 2.74384 0.03782
26 C -5.40265 3.08203 1.34136
27 C -4.34877 2.45730 1.97629
28 C -2.71077 0.64624 3.49070
29 C -2.42562 1.49965 4.54743
30 C -2.79673 1.16443 5.83798
31 C -3.45246 -0.02483 6.10046
32 C -3.71856 -0.89285 5.05402
33 C -3.34953 -0.56148 3.76364
34 H -2.23414 -0.44913 0.64505
35 H -3.33440 0.44128 -0.56488
36 H -5.22833 1.52097 -1.64097
37 H -6.55217 3.23448 -0.46510
38 H -5.96247 3.84606 1.86227
39 H -4.08836 2.73330 2.98658
40 H -1.92557 2.43370 4.35324
41 H -2.58112 1.84830 6.64534
42 H -3.76168 -0.27050 7.10911
43 H -4.22994 -1.82855 5.24194
44 H -3.56515 -1.24264 2.95201

Its net charge is -1. Its molecular weight is 409.338 g mol⁻¹. Its expectation value of S² is 6.01. The calculation puts the highest occupied orbital energy (spin up / spin down) at -4.818 / -5.893 eV. The total energy comes out at -2301.76504 Eh. As for the lowest unoccupied orbital energy (spin up / spin down): 0.0951 / 0.0920 Ha. Its spin multiplicity is 5.


(3)
Density functional theory data (wB97M-V/def2-TZVPD) for a structure of composition C18H17FeNO5 in a non-equilibrium geometry.

Element x y z (Å)
1 O -3.34884 1.39814 -3.09600
2 C -2.68602 0.47580 -3.01246
3 Fe -1.55390 -1.01734 -2.85560
4 C -2.99146 -2.10378 -2.28208
5 O -3.84415 -2.76628 -1.92126
6 C -1.89141 -1.47503 -4.66610
7 O -2.06956 -1.75073 -5.75627
8 C -0.70564 -0.71870 -0.93756
9 C -0.15137 0.36825 -1.85162
10 C 0.32859 -0.12267 -3.21345
11 C 0.44851 -1.48231 -3.47195
12 C 0.00975 -2.46097 -2.51879
13 C -0.55846 -2.05619 -1.26258
14 H -1.14785 -0.43755 0.02214
15 H -0.81987 1.25385 -1.92373
16 H 0.76067 0.74853 -1.33557
17 H 0.62638 0.59949 -3.97511
18 H 0.83461 -1.81612 -4.43838
19 H 0.08082 -3.52283 -2.76440
20 H -0.91494 -2.82516 -0.57078
21 C 3.39742 3.90509 0.33349
22 C 2.15009 3.21671 0.83624
23 O 2.44507 2.04418 1.54941
24 C 1.28551 1.51936 2.06448
25 C 1.40330 0.23563 2.69857
26 C 0.33268 -0.45691 3.26014
27 C -0.93725 0.12286 3.44289
28 C -1.96416 -0.63456 3.91443
29 N -1.87805 -1.93158 4.19913
30 C -0.67123 -2.47792 4.05548
31 C 0.44008 -1.81047 3.63214
32 O 0.19977 2.08061 1.94892
33 H 3.17701 4.69633 -0.38374
34 H 3.95806 4.34399 1.15802
35 H 4.05329 3.18368 -0.15248
36 H 1.55290 3.86216 1.49458
37 H 1.49504 2.91669 0.00961
38 H 2.36298 -0.24862 2.64359
39 H -1.07345 1.16205 3.20124
40 H -2.92844 -0.17857 4.07138
41 H -0.59927 -3.52827 4.28937
42 H 1.39279 -2.31083 3.56466

Its net charge is 0. Its molecular weight is 383.181 g mol⁻¹. Its expectation value of S² is 6.21. The calculation puts the highest occupied orbital energy (spin up / spin down) at -6.074 / -7.703 eV. The total energy comes out at -2390.59424 Eh. As for the lowest unoccupied orbital energy (spin up / spin down): 0.0212 / -0.0751 Ha. Its spin multiplicity is 5.


(4)
Density functional theory data (wB97M-V/def2-TZVPD) for the molecule C18H17N3O4S.

Element x y z (Å)
1 N 5.17738 0.87384 1.22135
2 S 4.09194 1.14195 -0.03532
3 O 3.28545 2.27180 0.33082
4 O 4.80843 1.17217 -1.27749
5 C 3.08297 -0.31922 0.03786
6 C 3.03546 -1.17832 -1.04094
7 C 2.18127 -2.26614 -0.99932
8 C 1.37326 -2.48886 0.11268
9 C 1.46043 -1.62244 1.19883
10 C 2.31623 -0.53431 1.16441
11 H 2.37815 0.16173 1.98492
12 H 0.83942 -1.79400 2.06575
13 C 0.37416 -3.60805 0.11790
14 H 0.86298 -4.55734 -0.10840
15 H -0.09632 -3.68098 1.09803
16 C -0.73158 -3.37967 -0.92876
17 N -1.36773 -2.08553 -0.79573
18 C -2.19679 -1.80209 0.23745
19 O -2.42088 -2.58465 1.13518
20 C -2.88039 -0.46808 0.12297
21 C -4.23278 -0.46473 0.13280
22 C -5.01483 0.74998 -0.01753
23 O -6.22796 0.81564 -0.04119
24 N -4.25117 1.89329 -0.15652
25 C -2.88617 1.95346 -0.12994
26 C -2.22487 3.18009 -0.23733
27 C -0.85049 3.23111 -0.18874
28 C -0.10427 2.06465 -0.02754
29 C -0.74489 0.85052 0.06783
30 C -2.14238 0.76305 0.00900
31 H -0.16803 -0.04921 0.21079
32 H 0.97229 2.12100 0.02966
33 H -0.34340 4.18024 -0.26630
34 H -2.80730 4.08325 -0.34918
35 H -4.76855 2.75888 -0.25884
36 H -4.78845 -1.38287 0.24494
37 H -1.18462 -1.38265 -1.49212
38 H -0.32762 -3.45240 -1.93883
39 H -1.49476 -4.15176 -0.78972
40 H 2.13470 -2.94422 -1.83870
41 H 3.65821 -0.97193 -1.89673
42 H 5.20315 1.64859 1.86434
43 H 6.09712 0.65420 0.87538

Its net charge is 0. Its molecular weight is 371.418 g mol⁻¹. The calculation puts the highest occupied orbital energy at -8.497 eV. The total energy comes out at -1559.59842 Eh. As for the lowest unoccupied orbital energy: 0.0025 Ha. Its spin multiplicity is 1.


(5)
Density functional theory data (wB97M-V/def2-TZVPD) for the molecule C18H17N3O6 in a non-equilibrium geometry.

Element x y z (Å)
1 C -2.81905 -1.36192 2.01097
2 C -4.06020 -0.76454 1.41044
3 C -5.03430 -0.24111 2.25283
4 C -6.21854 0.26238 1.75328
5 C -6.45507 0.23242 0.39097
6 C -5.50283 -0.26798 -0.48131
7 C -4.29326 -0.74521 0.03465
8 O -3.39345 -1.27307 -0.88729
9 C -2.11970 -0.69434 -0.97105
10 C -2.12885 0.81938 -1.10060
11 O -3.08995 1.50949 -1.32917
12 N -0.88879 1.39361 -0.93130
13 N 0.20467 0.68699 -0.65961
14 C 1.31992 1.28854 -0.49155
15 C 2.51575 0.52088 -0.21415
16 C 3.72993 1.10063 0.19336
17 C 4.89636 0.34162 0.37274
18 C 4.81219 -1.00707 0.16363
19 C 3.60074 -1.60719 -0.22338
20 C 2.46510 -0.87039 -0.42373
21 H 1.54092 -1.32005 -0.74097
22 O 3.78714 -2.94334 -0.35373
23 C 5.14620 -3.18781 -0.04468
24 O 5.77112 -1.96174 0.27825
25 H 5.64672 -3.63982 -0.91448
26 H 5.21132 -3.87402 0.81329
27 H 5.81155 0.82316 0.67518
28 N 3.86484 2.50513 0.46993
29 O 4.97758 2.98060 0.38903
30 O 2.87474 3.13640 0.78058
31 H 1.39013 2.37480 -0.55040
32 H -0.83970 2.41509 -1.00108
33 H -1.47220 -0.95820 -0.12601
34 H -1.67130 -1.10859 -1.88127
35 C -5.73267 -0.28517 -1.95935
36 H -5.05369 0.42265 -2.43303
37 H -6.75609 -0.00634 -2.19488
38 H -5.52318 -1.27294 -2.36430
39 H -7.38650 0.61072 -0.00410
40 H -6.96128 0.66569 2.42546
41 H -4.85694 -0.24256 3.31896
42 H -3.01675 -1.66562 3.03685
43 H -2.50313 -2.23856 1.44844
44 H -2.00137 -0.63906 2.03170

Its net charge is 0. Its molecular weight is 371.349 g mol⁻¹. The calculation puts the highest occupied orbital energy at -8.456 eV. The total energy comes out at -1311.68934 Eh. As for the lowest unoccupied orbital energy: -0.0309 Ha. Its spin multiplicity is 1.